This record from the OMol25 dataset describes an isolated ion of composition C7H15N2 and charge +1 in a non-equilibrium geometry. The level of theory is wB97M-V/def2-TZVPD.

Results
- charge = +1
- energy (hartree) = -384.8757
- strongest force on any atom (eV/Å) = 6.5
- ΔE to the lowest compared entry with this formula, charge and spin (kJ/mol) = 317.93
- Kohn-Sham gap (eV) = 10.36

Atoms and positions in Å:
C 0.831608 0.882883 1.511064
C -1.220489 1.006184 0.987997
C 0.852110 -0.038663 -1.725410
C -0.008164 0.484986 0.157095
C 0.084375 -0.857202 -0.583117
C -1.376080 -1.303595 -0.867775
C 0.873189 -1.956288 0.133738
N -0.250627 1.894539 1.693191
N 0.550647 1.249799 -0.987193
H 0.697650 0.164554 2.344252
H 1.784277 1.318404 1.270879
H -1.936665 1.642165 0.493851
H -1.687843 0.146998 1.457607
H 1.823943 -0.237495 -1.758719
H 0.279279 0.177093 -2.635532
H -1.959844 -1.427303 -0.026232
H -1.321466 -2.269733 -1.455633
H -1.750321 -0.447963 -1.418325
H 0.185559 -2.165184 1.055532
H 1.734476 -1.434050 0.448278
H 0.964688 -2.781651 -0.615146
H -0.558396 2.192433 2.602728
H 1.392283 1.763134 -0.771802
H 0.015811 1.995954 -1.311326

Forces on atoms 1 to 3 (eV/Å):
-2.58 0.07 -0.75
1.46 1.65 -1.53
-6.46 0.80 0.08

Okay, here come the Löwdin numbers, in e, for every atom:
1. C -0.06
2. C -0.10
3. C 0.06
4. C -0.31
5. C -0.44
6. C -0.01
7. C -0.01
8. N -0.04
9. N 0.16
10. H 0.14
11. H 0.11
12. H 0.12
13. H 0.12
14. H 0.09
15. H 0.15
16. H 0.05
17. H 0.12
18. H 0.09
19. H 0.14
20. H 0.06
21. H 0.11
22. H 0.11
23. H 0.17
24. H 0.16